# C2H3NOS2

A 2-piece molecular cluster, C2H3NOS2 overall at a distorted geometry (ωB97M-V/def2-TZVPD, the OMol25 dataset).

Values from the calculation:
SMILES string   C#[N+][S-].O=CS

CARTESIAN COORDINATES (ANGSTROEM)
C1 1.802 -1.582 -0.085
C2 -2.007 0.515 -0.379
N1 2.227 -0.508 -0.232
O1 -2.364 -0.463 -0.987
S1 2.460 0.965 -0.401
S2 -1.245 0.450 1.208
H1 1.759 -2.480 0.505
H2 -2.228 1.617 -0.808
H3 -0.403 1.487 1.178

# C43H43ClN3O5PbSb2

C43H43ClN3O5PbSb2 as an isolated structure at a distorted geometry (ωB97M-V/def2-TZVPD, the OMol25 dataset).

Values from the calculation:
Charge   +1

CARTESIAN COORDINATES (ANGSTROEM)
Pb1 -0.441 0.788 -1.194
O1 -2.540 4.139 1.060
C1 -2.663 2.827 0.910
O2 -2.182 2.011 1.646
C2 -3.520 2.425 -0.256
C3 -4.691 3.093 -0.583
C4 -5.500 2.545 -1.565
C5 -5.155 1.333 -2.134
C6 -3.970 0.723 -1.738
N1 -3.155 1.285 -0.848
C7 -3.549 -0.676 -2.113
O3 -4.321 -1.385 -2.928
O4 -2.584 -1.185 -1.603
H1 -1.946 4.318 1.803
H2 -4.966 4.007 -0.076
H3 -6.419 3.035 -1.857
H4 -5.807 0.902 -2.882
H5 -5.017 -0.864 -3.343
C8 1.793 4.963 1.519
C9 1.638 3.731 0.658
O5 0.550 3.251 0.391
N2 2.814 3.222 0.211
C10 2.945 2.115 -0.735
C11 2.542 2.538 -2.133
C12 3.463 3.148 -2.976
C13 3.045 3.633 -4.204
C14 1.703 3.533 -4.534
C15 0.851 2.902 -3.647
N3 1.258 2.389 -2.485
H6 1.005 4.991 2.266
H7 1.696 5.852 0.895
H8 2.762 4.981 2.015
H9 3.652 3.736 0.419
H10 2.307 1.293 -0.407
H11 3.982 1.786 -0.718
H12 4.501 3.218 -2.678
H13 3.750 4.089 -4.885
H14 1.324 3.912 -5.472
H15 -0.203 2.800 -3.873
C16 1.271 -3.401 0.759
C17 1.017 -3.086 2.231
C18 -0.443 -3.049 2.658
Sb1 -1.508 -1.264 1.982
C19 -3.171 -1.483 3.340
C20 -4.227 -0.594 3.158
C21 -5.342 -0.632 3.981
C22 -5.426 -1.584 4.987
C23 -4.397 -2.499 5.152
C24 -3.275 -2.448 4.335
C25 -0.230 -0.121 3.291
C26 0.928 0.439 2.763
C27 1.819 1.136 3.568
C28 1.541 1.295 4.917
C29 0.380 0.755 5.453
C30 -0.495 0.042 4.645
Sb2 0.975 -1.862 -0.766
C31 3.058 -1.363 -0.949
C32 3.585 -1.054 -2.200
C33 4.902 -0.635 -2.324
C34 5.698 -0.495 -1.194
C35 5.174 -0.788 0.058
C36 3.860 -1.219 0.179
C37 0.875 -3.344 -2.305
C38 -0.335 -3.583 -2.948
C39 -0.427 -4.591 -3.898
C40 0.678 -5.376 -4.189
C41 1.879 -5.154 -3.529
C42 1.982 -4.137 -2.592
H16 0.649 -4.237 0.434
H17 2.316 -3.687 0.621
H18 1.494 -2.141 2.509
H19 1.517 -3.872 2.808
H20 -0.479 -3.013 3.748
H21 -0.965 -3.948 2.324
H22 -4.159 0.144 2.366
H23 -6.143 0.082 3.839
H24 -6.288 -1.612 5.640
H25 -4.465 -3.253 5.926
H26 -2.482 -3.169 4.489
H27 1.139 0.333 1.700
H28 2.726 1.552 3.145
H29 2.231 1.835 5.554
H30 0.154 0.893 6.503
H31 -1.393 -0.392 5.070
H32 2.960 -1.162 -3.081
H33 5.310 -0.424 -3.305
H34 6.724 -0.167 -1.290
H35 5.793 -0.685 0.941
H36 3.464 -1.456 1.161
H37 -1.206 -2.990 -2.696
H38 -1.366 -4.766 -4.407
H39 0.602 -6.167 -4.922
H40 2.738 -5.777 -3.740
H41 2.924 -3.959 -2.085
Cl1 -2.039 0.918 -4.332
C43 -0.591 0.177 -3.541
H42 0.238 0.527 -4.151
H43 -0.698 -0.892 -3.714

# C29H37Br4N11O4Sr

C29H37Br4N11O4Sr as an isolated structure (ωB97M-V/def2-TZVPD, the OMol25 dataset).

CARTESIAN COORDINATES (ANGSTROEM)
Sr1 -0.138 -0.619 0.163
O1 -4.800 0.623 0.502
C1 -5.250 0.319 -0.734
C2 -6.408 0.944 -1.196
C3 -6.899 0.652 -2.454
C4 -6.246 -0.263 -3.275
C5 -5.092 -0.876 -2.823
C6 -4.574 -0.602 -1.557
C7 -3.292 -1.215 -1.094
O2 -2.906 -0.961 0.102
N1 -2.625 -1.909 -1.999
N2 -1.388 -2.245 -1.519
C8 -0.642 -2.980 -2.237
C9 0.736 -3.259 -1.779
C10 1.680 -3.720 -2.689
C11 2.988 -3.893 -2.281
C12 3.317 -3.622 -0.961
C13 2.311 -3.180 -0.118
N3 1.049 -2.995 -0.500
H1 -4.006 0.008 0.610
H2 -6.910 1.648 -0.544
H3 -7.802 1.140 -2.800
H4 -6.637 -0.492 -4.257
H5 -4.552 -1.582 -3.439
H6 -0.963 -3.362 -3.206
H7 1.384 -3.897 -3.714
H8 3.746 -4.219 -2.981
H9 4.327 -3.736 -0.593
H10 2.535 -2.953 0.921
N4 0.523 5.122 -0.419
C14 0.731 3.632 -0.095
C15 0.085 3.322 1.249
C16 -1.384 2.847 1.201
N5 -1.437 1.420 1.510
C17 -2.050 3.116 -0.151
C18 -1.283 2.643 -1.396
N6 -1.520 1.218 -1.640
C19 0.239 2.818 -1.267
H11 0.913 5.705 0.321
H12 -0.473 5.323 -0.508
H13 0.984 5.352 -1.299
H14 1.813 3.525 -0.010
H15 0.179 4.192 1.909
H16 0.706 2.534 1.678
H17 -1.944 3.427 1.946
H18 -2.385 1.067 1.457
H19 -1.065 1.216 2.433
H20 -2.232 4.198 -0.235
H21 -3.045 2.661 -0.151
H22 -1.645 3.253 -2.236
H23 -0.937 0.887 -2.406
H24 -2.489 1.048 -1.893
H25 0.680 3.183 -2.200
H26 0.665 1.829 -1.119
C20 3.777 -0.994 2.859
N7 2.830 -1.992 3.339
C21 3.228 -2.570 4.618
C22 1.484 -1.690 3.127
N8 1.025 -0.606 2.650
N9 0.638 -2.762 3.430
C23 -0.690 -2.899 3.008
N10 -1.245 -4.053 3.550
N11 -1.242 -2.105 2.191
H27 4.774 -1.432 2.880
H28 3.785 -0.088 3.479
H29 3.543 -0.705 1.835
H30 4.200 -3.048 4.505
H31 2.520 -3.319 4.961
H32 3.309 -1.801 5.396
H33 1.757 0.075 2.459
H34 1.099 -3.647 3.564
H35 -1.036 -4.227 4.521
H36 -2.214 -4.197 3.317
H37 -2.212 -2.336 1.995
Br1 6.295 3.216 -1.083
C24 4.781 2.108 -1.322
C25 4.526 1.490 -2.530
Br2 5.714 1.712 -3.987
C26 3.374 0.697 -2.677
Br3 2.940 -0.129 -4.327
C27 2.458 0.486 -1.643
O3 1.352 -0.165 -1.768
C28 2.750 1.100 -0.356
O4 1.902 0.918 0.609
C29 3.882 1.907 -0.258
Br4 4.124 2.769 1.430

no.,E_tot (eV),orbital gap (eV),lowest unoccupied orbital energy (eV)
1,-27327.648,9.09,0.210
2,-90836.631,7.30,-2.806
3,-336264.664,5.41,-0.747